# 1
The following is a DFT calculation (ωB97M-V/def2-TZVPD) of a cluster of 4 separate species, C13H32O5S in total at a distorted geometry.

Structure (ORCA input):
```
! RIJCOSX wB97M-V def2-TZVPD def2/J DEFGRID3
* xyz 0 1
O 15.3082 14.9926 -35.4096
S 14.8096 16.3342 -35.0485
O 14.0462 17.1362 -35.9847
C 14.0086 16.2864 -33.4304
C 15.1277 16.4334 -32.4231
C 16.0457 17.6185 -32.8050
C 16.2960 17.2183 -34.2855
H 13.5263 15.3098 -33.3887
H 13.1257 16.9225 -33.3673
H 14.8536 16.4608 -31.3685
H 15.7272 15.5548 -32.6616
H 16.9381 17.8366 -32.2184
H 15.3954 18.4913 -32.7465
H 17.0037 16.3926 -34.2108
H 16.8105 17.9130 -34.9494
C 10.5344 17.9130 -35.7980
C 10.3092 17.7663 -37.2953
C 9.9252 19.0596 -38.0320
O 11.5142 17.5678 -37.9649
H 9.7071 18.4118 -35.2931
H 11.4495 18.4886 -35.6589
H 10.6093 16.9588 -35.2766
H 9.6775 16.9265 -37.5849
H 9.6947 18.9319 -39.0897
H 10.7033 19.8208 -37.9752
H 9.1015 19.5893 -37.5535
H 12.1518 17.5702 -37.2472
C 6.9460 14.5573 -37.7814
C 5.9954 14.2493 -39.0104
C 6.8030 14.3843 -40.2936
O 5.4707 12.9397 -38.8588
H 7.8626 13.9983 -37.9698
H 6.6397 14.3469 -36.7567
H 7.0858 15.6234 -37.9600
H 5.1809 14.9552 -38.8483
H 7.2030 15.3948 -40.2101
H 6.2064 14.3366 -41.2045
H 7.5244 13.5719 -40.2063
H 4.5437 13.0256 -39.0930
C 12.3491 16.6934 -42.2704
C 10.9403 17.1628 -41.8415
C 9.9234 17.3224 -42.9990
O 10.4148 16.2793 -40.8359
H 12.2033 15.8225 -42.9095
H 12.9352 16.5982 -41.3563
H 12.9355 17.3392 -42.9241
H 11.0536 18.1344 -41.3605
H 10.3609 17.6300 -43.9489
H 9.1148 18.0416 -42.8689
H 9.3291 16.4324 -43.2062
H 10.7673 16.3996 -39.9511
*
```

As for the SMILES: O=S1(=O)CCCC1.CC(C)O.CC(C)O.CC(C)O. The total energy is -1288.803281 Ha. As for the HOMO-LUMO gap: 10.27 eV. As for the highest occupied orbital energy: -9.680 eV.



# 2
The following is a DFT calculation (ωB97M-V/def2-TZVPD) of a structure of composition C13H32O9PtSSbSi3 at a distorted geometry.

Structure (ORCA input):
```
! RIJCOSX wB97M-V def2-TZVPD def2/J DEFGRID3
* xyz 1 1
Pt -0.5932 -1.3182 -1.0129
O -1.8999 0.0082 3.4079
C -1.8754 -0.0472 2.0772
O -2.4787 -0.8595 1.4232
C -1.0476 1.0943 1.5046
O -0.2029 0.7295 0.4259
C 1.0617 0.2095 0.8416
C 0.9776 -1.2382 1.3269
O 1.4076 -1.6144 2.3826
O 0.4728 -2.1022 0.4375
H -2.4460 -0.7238 3.7356
H -0.4687 1.5542 2.3050
H -1.7513 1.8329 1.1178
H 1.5205 0.8336 1.6074
H 1.6809 0.2265 -0.0568
O -0.3583 1.3768 -4.3364
S -0.1570 0.3011 -3.4406
O 0.0287 -1.0156 -4.1874
O 0.7977 0.4281 -2.3744
O -1.4858 -0.0528 -2.6263
C -4.0597 -0.5855 -1.6312
Si -3.1730 0.0901 -3.1309
C -3.3534 -0.9495 -4.6633
C -3.4628 1.8961 -3.3999
Sb -1.9033 -3.2881 -1.3228
Si -1.9516 -4.8874 0.7585
C -2.4316 -6.5022 -0.0583
C -3.2916 -4.2491 1.8903
C -0.2319 -4.8933 1.4823
Si 1.4769 -1.6070 -4.9815
C 2.2839 -2.6974 -3.7120
C 2.4757 -0.1144 -5.4394
C 0.7493 -2.5313 -6.4143
H -4.9700 -0.0143 -1.4325
H -3.4316 -0.5123 -0.7383
H -4.3552 -1.6292 -1.7677
H -4.0481 -0.4710 -5.3571
H -3.7314 -1.9462 -4.4315
H -2.4025 -1.0637 -5.1866
H -4.4821 2.0379 -3.7695
H -2.7754 2.3064 -4.1402
H -3.3565 2.4656 -2.4750
H -3.4770 -6.4930 -0.3737
H -2.3046 -7.3263 0.6489
H -1.8156 -6.7309 -0.9307
H -4.2805 -4.3452 1.4384
H -3.1318 -3.2086 2.1605
H -3.2819 -4.8551 2.8014
H 0.4569 -5.4613 0.8540
H -0.2399 -5.3589 2.4720
H 0.1612 -3.8803 1.5848
H 2.2334 -2.2472 -2.7185
H 3.3385 -2.8476 -3.9551
H 1.8082 -3.6794 -3.6722
H 2.8827 0.3905 -4.5613
H 1.8802 0.6067 -6.0015
H 3.3144 -0.4234 -6.0681
H -0.1127 -3.1172 -6.0876
H 1.4757 -3.2200 -6.8508
H 0.4180 -1.8485 -7.1985
*
```

The total energy is -2817.855527 Ha. As for the energy above the lowest of the compared OMol25 structures with the same formula, charge and spin: 21.29 kcal per mole. As for the HOMO-LUMO gap: 6.17 eV. As for the highest occupied orbital energy: -11.454 eV.



# 3
The following is a DFT calculation (ωB97M-V/def2-TZVPD) of a structure of composition C13H33BInO5Si.

Structure (ORCA input):
```
! RIJCOSX wB97M-V def2-TZVPD def2/J DEFGRID3
* xyz -1 1
C -0.1910 -4.6413 4.1235
C -0.2274 -3.8954 2.7873
O -0.3285 -2.5058 2.9916
C -1.6241 -1.9779 2.7552
C -1.9472 -1.7955 1.2664
O -0.8720 -1.3068 0.5444
In -1.4026 0.3552 -0.6548
C -3.3571 -0.1446 -1.6868
C -3.4946 -1.6008 -2.0225
O -4.6300 -1.8693 -2.8922
C 0.1102 0.7444 -2.2502
C 0.9262 2.0040 -1.9800
O 2.0682 1.7035 -1.1623
Si 3.5463 1.7052 -1.8840
C 4.3961 3.3742 -1.7736
C 3.5124 1.1519 -3.6829
C 4.5950 0.4893 -0.9078
B -1.8049 2.1631 0.7132
O -3.0534 2.7596 0.6978
C -0.7872 2.7976 1.7454
C -0.7151 1.9063 2.9955
H -1.1957 -4.9186 4.4424
H 0.2561 -3.9941 4.8740
H 0.3947 -5.5582 4.0517
H -1.0669 -4.2510 2.1868
H 0.6910 -4.0823 2.2311
H -2.3663 -2.6664 3.1879
H -1.6917 -1.0399 3.3026
H -2.8310 -1.1328 1.2340
H -2.2577 -2.7808 0.8743
H -4.1634 0.1670 -1.0136
H -3.4309 0.4726 -2.5862
H -2.5808 -1.9515 -2.5109
H -3.6185 -2.1728 -1.1006
H -5.0372 -2.6783 -2.5885
H -0.4216 0.8272 -3.2019
H 0.8208 -0.0795 -2.3554
H 0.3308 2.7318 -1.4208
H 1.2242 2.5123 -2.9091
H 5.3532 3.2845 -2.2960
H 4.6230 3.6307 -0.7400
H 3.8320 4.1745 -2.2502
H 4.3534 0.4772 -3.8475
H 2.5908 0.6583 -3.9796
H 3.6854 2.0158 -4.3282
H 4.8191 0.8948 0.0767
H 5.5166 0.2465 -1.4371
H 4.0235 -0.4333 -0.8068
H -3.5232 2.4794 -0.0869
H 0.1955 2.9220 1.2881
H -1.1431 3.7923 2.0409
H -0.1295 2.3672 3.7931
H -0.2503 0.9444 2.7779
H -1.7214 1.7241 3.3749
*
```

The total energy is -1395.873706 Ha. As for the HOMO-LUMO gap: 6.93 eV. As for the highest occupied orbital energy: -4.091 eV.



# 4
The following is a DFT calculation (ωB97M-V/def2-TZVPD) of a structure of composition C13H33Cl2N2OP2SSn at a distorted geometry.

Structure (ORCA input):
```
! RIJCOSX wB97M-V def2-TZVPD def2/J DEFGRID3
* xyz 3 1
C -3.3717 2.7588 0.6746
C -1.9208 2.4310 0.3346
H -3.6203 3.7371 0.2539
H -3.4707 2.7920 1.7645
H -4.0618 1.9851 0.3367
O -1.1652 3.3435 0.0376
Cl -3.1426 -0.1912 1.7775
Sn -1.2624 0.4710 0.4246
P -0.2252 0.8993 2.5057
C 1.4061 1.7085 2.3737
C -1.1822 1.9895 3.6126
H -0.6854 2.0783 4.5839
H 0.3350 -0.3531 4.5051
H -2.1756 1.5537 3.7454
H -0.8505 -1.2073 3.4577
H 1.3031 2.6325 1.7978
H -1.2764 2.9794 3.1587
C 0.0645 -0.6108 3.4759
H 1.8074 1.9385 3.3657
H 0.8577 -1.1879 2.9958
H 2.0948 1.0400 1.8499
P -2.3898 -0.2767 -1.5251
C -1.4106 0.0154 -3.0370
C -2.7009 -2.0689 -1.5211
H -4.7098 0.2937 -1.0870
H -4.4213 0.0637 -2.8297
H -3.8913 1.5641 -2.0185
C -4.0114 0.4832 -1.9052
H -2.9898 -2.3842 -0.5169
H -3.4873 -2.3150 -2.2421
H -1.9654 -0.3128 -3.9215
H -0.4781 -0.5477 -2.9437
H -1.7642 -2.5660 -1.7856
H -1.1797 1.0803 -3.1290
Cl -0.4008 -1.9318 0.4651
C 2.2363 -2.9989 0.8824
N 2.7291 -1.9208 0.0348
C 4.1830 -1.8314 -0.1035
C 1.8943 -0.9309 -0.6590
S 0.4817 -0.3035 -0.1741
N 2.4649 -0.2318 -1.7892
C 3.1061 -0.9503 -2.8751
C 2.3500 1.2180 -1.9165
H 3.0487 -3.6457 1.2735
H 1.5791 -3.6708 0.2926
H 1.7298 -2.6125 1.7705
H 4.5266 -2.0407 -1.1275
H 4.5255 -0.8215 0.2076
H 4.7245 -2.5646 0.5304
H 2.5779 -0.7241 -3.8262
H 4.1656 -0.6307 -2.9731
H 3.0427 -2.0490 -2.7322
H 1.2880 1.5341 -1.9709
H 2.8344 1.7042 -1.0429
H 2.8540 1.5854 -2.8363
*
```

The total energy is -2914.167221 Ha. As for the HOMO-LUMO gap (alpha / beta): 5.10 / 5.10 eV. As for the highest occupied orbital energy (alpha / beta): -17.578 / -17.578 eV.



# 5
The following is a DFT calculation (ωB97M-V/def2-TZVPD) of a cluster of 4 separate species, C13H33FNO9PS in total at a distorted geometry.

Structure (ORCA input):
```
! RIJCOSX wB97M-V def2-TZVPD def2/J DEFGRID3
* xyz 0 1
C -3.7412 -0.0805 -1.5171
C -3.5197 1.5378 -1.7188
C -2.1700 2.1407 -1.0096
N -2.0338 1.8464 0.4681
C -0.5767 1.4553 0.7932
C -0.1746 -0.0008 0.1513
C 1.4470 -0.3652 0.2925
C 2.1953 -0.5715 -1.1509
F 3.4390 -1.3925 -0.9657
C 2.6390 0.8110 -1.9115
C 1.4311 1.5803 -2.7146
P 1.4768 -2.1149 1.1494
O 0.5064 -2.1731 2.4161
O 1.0134 -3.2574 -0.1187
O 3.0880 -2.5051 1.7872
C 2.2063 0.6466 1.3347
S 1.0806 1.2077 2.7733
O 1.5218 2.6822 3.1239
O 1.3365 0.3295 4.0234
O -0.5523 1.3029 2.2854
H -2.8112 -0.6378 -1.0570
H -4.6431 -0.2073 -0.7456
H -4.1230 -0.5929 -2.5158
H -3.3768 1.7004 -2.8925
H -4.5094 2.1493 -1.4538
H -1.2432 1.8311 -1.6610
H -2.2479 3.3274 -1.1049
H -2.5937 1.0210 0.7748
H 0.1331 2.3387 0.4425
H -0.4111 -0.0804 -1.0116
H -0.8682 -0.8034 0.6708
H 1.5362 -1.1884 -1.9312
H 3.4338 0.4902 -2.7427
H 3.1833 1.5995 -1.2397
H 1.7821 1.7233 -3.8462
H 1.2722 2.6351 -2.1844
H 0.4331 0.9681 -2.7671
H 0.3888 -2.7198 -0.7210
H 3.5011 -3.1738 1.1578
H 2.6139 1.6372 0.8639
H 3.1178 0.1060 1.8701
C -2.8263 -3.1346 -3.2953
O -2.1259 -1.9862 -3.7367
H -3.8980 -2.9709 -3.4302
H -2.5153 -4.0010 -3.8844
H -2.6166 -3.3061 -2.2367
H -1.1785 -2.1609 -3.6047
C 0.1172 4.8694 1.4634
O -0.2370 5.3371 0.1750
H -0.5785 4.0805 1.7588
H 1.1327 4.4664 1.4392
H 0.0573 5.6922 2.1800
H 0.3972 6.0356 -0.0600
C 1.5494 -4.4117 4.5519
O 1.6527 -5.7430 4.0817
H 1.9234 -4.3670 5.5775
H 2.1492 -3.7532 3.9188
H 0.5029 -4.0980 4.5340
H 1.3139 -5.7514 3.1704
*
```

As for the SMILES: CCCN[C@@H]1C[C@]([C@H](F)CC)(P(=O)(O)O)CS(=O)(=O)O1.CO.CO.CO. The total energy is -2086.189600 Ha. As for the HOMO-LUMO gap: 9.11 eV. As for the highest occupied orbital energy: -9.643 eV.



# 6
The following is a DFT calculation (ωB97M-V/def2-TZVPD) of a structure of composition C13H33Fe2N6O18 at a distorted geometry.

Structure (ORCA input):
```
! RIJCOSX wB97M-V def2-TZVPD def2/J DEFGRID3
* xyz 1 11
Fe 22.8673 -7.2831 -0.0239
Fe 21.7549 -9.3415 2.9242
C 19.1924 -7.4933 5.8821
C 19.7277 -8.8621 5.4245
O 20.3209 -8.9641 4.1865
H 18.6742 -7.4672 6.8386
H 18.5010 -7.0525 5.1628
H 20.0822 -6.8686 5.9737
H 18.9414 -9.6183 5.5205
H 20.4448 -9.0477 6.2316
C 20.3998 -6.0455 2.2967
C 21.8143 -6.3539 2.8011
O 22.3614 -7.5065 2.1236
H 20.1535 -5.0410 2.6487
H 19.6210 -6.6688 2.7334
H 20.5193 -6.0534 1.2147
H 21.9517 -6.5275 3.8689
H 22.4388 -5.5275 2.4557
C 22.2392 -5.0994 -3.0970
C 22.1385 -4.5503 -1.6403
O 22.1146 -5.5998 -0.7346
H 21.7740 -6.0634 -3.2942
H 23.2301 -5.1305 -3.5532
H 21.6864 -4.3399 -3.6571
H 21.2273 -3.9415 -1.7058
H 22.8946 -3.8547 -1.2605
C 21.0746 -9.8102 -0.1714
O 21.8811 -10.7261 -0.5966
O 20.9865 -9.7056 1.1089
O 21.6001 -8.6937 -0.6124
C 25.6072 -4.5301 2.4493
N 25.1512 -4.9196 1.0879
O 24.4444 -5.9048 0.9965
O 25.5372 -4.2594 0.1468
H 26.3268 -3.7320 2.2837
H 26.1250 -5.3860 2.8752
H 24.7664 -4.1459 3.0182
C 19.0598 -3.7205 0.0986
N 17.7223 -3.3365 0.6469
O 16.7545 -3.9471 0.2405
O 17.6623 -2.3565 1.3586
H 19.0197 -3.5116 -0.9676
H 19.1986 -4.7684 0.3461
H 19.7912 -3.0742 0.5753
C 23.5544 -8.2267 7.1450
N 23.9653 -8.8327 5.8204
O 23.1585 -8.8177 4.8961
O 24.9851 -9.4648 5.7749
H 24.3654 -7.7501 7.6887
H 23.1667 -9.0947 7.6740
H 22.8018 -7.4632 6.9645
C 23.4702 -1.1653 0.2343
N 23.8081 -1.9444 1.4586
O 23.2595 -3.0266 1.5829
O 24.4365 -1.3928 2.3381
H 22.7097 -0.4504 0.5526
H 23.0902 -1.8035 -0.5561
H 24.2603 -0.4972 -0.1018
C 17.1980 -6.4616 -1.8343
N 17.9271 -7.5106 -1.1015
O 18.3123 -7.2610 0.0209
O 17.9902 -8.6249 -1.6049
H 16.9141 -6.7533 -2.8399
H 17.8342 -5.5805 -1.8924
H 16.3557 -6.2120 -1.1924
C 20.2097 -2.2298 3.6895
N 19.4132 -2.3508 4.9585
O 19.0785 -3.4762 5.3020
O 18.9127 -1.3777 5.4831
H 21.1676 -2.7310 3.8082
H 20.4399 -1.1861 3.4894
H 19.5286 -2.6465 2.9530
*
```

The total energy is -4724.361495 Ha. As for the HOMO-LUMO gap (alpha / beta): 7.37 / 5.21 eV. As for the highest occupied orbital energy (alpha / beta): -11.600 / -11.363 eV.



# 7
The following is a DFT calculation (ωB97M-V/def2-TZVPD) of a cluster of 2 separate species, C13H33IN6O4PS2 in total at a distorted geometry.

Structure (ORCA input):
```
! RIJCOSX wB97M-V def2-TZVPD def2/J DEFGRID3
* xyz 1 1
O -7.2333 -0.8408 -1.2796
S -6.1929 -1.8068 -1.1713
O -6.0035 -2.4674 0.0887
O -6.4442 -2.9201 -2.2727
C -4.6769 -1.0527 -1.7016
C -4.1941 0.0533 -0.7616
C -4.1747 -0.3038 0.7325
C -3.1495 0.5143 1.5359
N -3.8146 1.3780 2.5671
C -3.9252 0.9159 3.8242
N -5.0039 1.2388 4.5545
S -5.2399 0.7762 6.1775
N -2.9481 0.1521 4.3622
C -1.7119 0.2030 3.5389
C -2.0963 -0.3860 2.1897
I -0.3999 -0.6938 0.9603
H -5.9778 -3.7186 -1.9836
H -3.9330 -1.8350 -1.8537
H -4.9000 -0.6182 -2.6761
H -4.7334 0.9804 -0.9588
H -3.1588 0.2546 -1.0532
H -5.1806 -0.1624 1.1387
H -3.9823 -1.3716 0.8228
H -2.6280 1.1757 0.8439
H -4.7146 1.6810 2.2094
H -5.7248 1.8132 4.1434
H -5.8629 -0.3971 5.9658
H -2.7246 0.4692 5.3031
H -1.3654 1.2339 3.4438
H -0.9459 -0.4306 3.9759
H -2.5354 -1.3600 2.3990
O 2.7126 -0.5821 -0.2986
P 3.6066 0.1372 -1.2481
N 4.0907 -1.0215 -2.4027
C 5.2392 -1.8914 -2.2052
C 2.9508 -1.7342 -2.9676
N 4.8488 0.6848 -0.1924
C 6.2554 0.3760 -0.3593
C 4.4906 0.7836 1.2178
N 3.6675 1.4547 -2.2498
C 4.0005 1.4544 -3.6704
C 3.4739 2.7775 -1.6655
H 5.3514 -2.5278 -3.0842
H 5.1501 -2.5352 -1.3205
H 6.1616 -1.3242 -2.1392
H 2.2047 -1.0254 -3.3388
H 2.4593 -2.3917 -2.2413
H 3.2780 -2.3332 -3.8184
H 6.4919 -0.6699 -0.1369
H 6.8445 1.0000 0.3160
H 6.5955 0.6165 -1.3689
H 4.5731 -0.1735 1.7480
H 3.4689 1.1381 1.3348
H 5.1496 1.5086 1.7012
H 5.0662 1.2775 -3.8235
H 3.7489 2.4269 -4.0949
H 3.4386 0.7137 -4.2335
H 4.4276 3.3042 -1.5770
H 3.0359 2.7060 -0.6708
H 2.7941 3.3757 -2.2755
*
```

The total energy is -2579.838662 Ha. As for the HOMO-LUMO gap: 7.26 eV. As for the highest occupied orbital energy: -10.105 eV.



# 8
The following is a DFT calculation (ωB97M-V/def2-TZVPD) of a structure of composition C13H33MgNO8Pt2 at a distorted geometry.

Structure (ORCA input):
```
! RIJCOSX wB97M-V def2-TZVPD def2/J DEFGRID3
* xyz 3 6
Pt -4.7243 -2.1073 1.6354
Pt -2.5296 -4.9124 1.2137
Mg -1.8119 -2.4092 3.8650
O -3.0215 -2.9257 0.2308
C -1.8557 -2.2160 0.1948
C -0.6505 -2.6814 1.1287
O -0.9088 -3.4211 2.3496
H -2.0784 -1.1650 0.3788
H -1.6156 -2.1685 -0.8674
H 0.0474 -1.8480 1.2086
H -0.0637 -3.4858 0.6852
O -3.2276 -1.1009 3.1237
C -2.7605 0.0886 3.7142
C -1.2366 0.2141 4.2979
O -0.5461 -0.9937 4.6571
H -3.3026 0.3230 4.6303
H -3.0779 0.9903 3.1905
H -1.3222 0.7463 5.2453
H -0.5689 0.8837 3.7557
C 0.3736 1.9574 1.0469
C 1.0982 1.9112 -0.3603
C 1.0343 0.3884 -0.7783
C 1.4632 0.2816 -2.2161
C 0.7843 1.2879 -3.2995
C 0.7480 2.7743 -2.8140
N 0.4587 2.8083 -1.2999
O 0.2839 4.0775 -0.7763
C 2.1498 3.4192 -3.2352
C -0.5284 3.3221 -3.5060
C 2.6288 2.2050 -0.1812
H 0.4955 2.9387 1.5055
H 0.5190 1.0514 1.6352
H -0.7012 1.9870 0.8681
H 1.7635 -0.2463 -0.2748
H -0.0036 0.0594 -0.7286
H 1.3176 -0.7523 -2.5289
H 2.5444 0.3221 -2.3482
H -0.2143 0.8795 -3.4548
H 1.3567 1.2874 -4.2271
H 3.0873 2.8640 -3.2066
H 2.0329 3.6496 -4.2941
H 2.3903 4.3565 -2.7334
H -0.6211 4.4012 -3.6289
H -0.5050 3.0381 -4.5580
H -1.4581 2.8626 -3.1705
H 3.2374 1.3211 -0.3720
H 2.9799 2.7279 0.7084
H 2.8995 2.9003 -0.9758
H -0.5725 3.9790 -0.3537
O -3.2968 -3.5867 -2.6838
H -2.6822 -3.0128 -3.1411
H -3.1211 -3.4353 -1.7552
O 2.4800 -3.3449 2.6772
H 3.1977 -2.7824 2.3860
H 1.6973 -2.8012 2.5873
O 2.0896 -5.8831 1.8981
H 2.4129 -4.9967 1.7368
H 1.4351 -6.0280 1.2149
*
```

The total energy is -1609.017698 Ha. As for the HOMO-LUMO gap (alpha / beta): 5.54 / 3.69 eV. As for the highest occupied orbital energy (alpha / beta): -17.137 / -17.132 eV.